Density functional theory data (ωB97M-V/def2-TZVPD) for a structure of composition C34H55BrHfN3OP2.

Output
Gap between HOMO and LUMO (spin up / spin down): 5.44 / 5.44 eV

Geometry as ORCA input:
```
! RIJCOSX wB97M-V def2-TZVPD def2/J DEFGRID3
* xyz 3 1
C -0.82 -0.87 -2.68
C -2.12 -0.03 -0.88
C -1.95 -1.11 -3.44
C -3.27 -0.17 -1.67
C -3.18 -0.68 -2.96
H -1.83 -1.58 -4.42
H -4.23 0.10 -1.23
H -4.06 -0.74 -3.59
N -0.91 -0.19 -1.51
P 1.94 -0.54 -2.20
P -1.50 0.74 2.05
C 0.55 -1.39 -3.11
H 0.61 -2.48 -2.92
H 0.66 -1.29 -4.20
C 1.42 0.63 1.93
O 1.79 0.68 3.04
C -2.29 0.20 0.54
H -3.27 0.71 0.65
C -2.97 -0.12 3.10
C -1.50 2.62 2.67
C 3.21 -1.83 -1.58
C 2.55 0.53 -3.63
C -2.15 -0.90 4.13
H -1.59 -0.25 4.81
H -2.81 -1.54 4.73
H -1.44 -1.54 3.60
C -4.01 0.78 3.77
H -3.61 1.55 4.43
H -4.67 1.24 3.03
H -4.65 0.13 4.40
C -3.79 -1.08 2.23
H -4.39 -1.74 2.88
H -4.48 -0.57 1.56
H -3.12 -1.71 1.62
C -1.22 2.59 4.19
H -0.24 2.13 4.38
H -1.19 3.62 4.57
H -1.96 2.04 4.77
C -0.34 3.41 2.04
H 0.62 2.90 2.18
H -0.49 3.57 0.97
H -0.29 4.40 2.53
C -2.79 3.31 2.27
H -3.69 2.89 2.72
H -2.74 4.37 2.59
H -2.92 3.30 1.17
C 3.69 1.41 -3.11
H 4.05 2.03 -3.94
H 3.34 2.09 -2.32
H 4.54 0.84 -2.72
C 1.39 1.43 -4.09
H 0.53 0.86 -4.47
H 1.03 2.08 -3.28
H 1.75 2.07 -4.90
C 3.02 -0.31 -4.84
H 3.03 0.35 -5.72
H 4.03 -0.69 -4.72
H 2.35 -1.15 -5.08
C 2.45 -3.12 -1.25
H 2.10 -3.65 -2.15
H 3.12 -3.80 -0.71
H 1.59 -2.93 -0.60
C 3.87 -1.27 -0.31
H 3.16 -1.14 0.53
H 4.63 -1.99 0.02
H 4.37 -0.31 -0.49
C 4.29 -2.14 -2.62
H 3.87 -2.54 -3.55
H 4.92 -1.26 -2.84
H 4.95 -2.91 -2.20
Hf 0.71 0.32 -0.10
N -0.04 -1.40 0.80
C -1.09 -1.86 1.23
C -1.13 -3.39 1.70
C -2.51 -3.92 2.07
C -0.61 -4.21 0.54
C -0.20 -3.52 2.91
H -2.94 -3.42 2.94
H -3.20 -3.87 1.22
H -2.42 -4.98 2.34
H 0.46 -4.03 0.40
H -0.72 -5.28 0.73
H -1.15 -3.97 -0.39
H 0.02 -4.58 3.10
H 0.75 -3.01 2.72
H -0.65 -3.11 3.82
Br -0.35 5.74 -2.63
C 0.79 4.61 -1.59
C 2.01 5.09 -1.13
C 2.82 4.23 -0.39
C 2.40 2.93 -0.13
N 1.20 2.46 -0.58
C 0.38 3.31 -1.31
H 2.31 6.11 -1.35
H 3.78 4.55 0.01
H 3.01 2.23 0.46
H -0.58 2.91 -1.64
*
```

These are the Löwdin partial charges, in e, on atoms 1 to 6: -0.31 -0.32 0.02 0.01 0.01 0.14



Density functional theory data (ωB97M-V/def2-TZVPD) for a structure of composition C34H55CaO2PSe2Te.

Output
Gap between HOMO and LUMO: 4.04 eV

Geometry as ORCA input:
```
! RIJCOSX wB97M-V def2-TZVPD def2/J DEFGRID3
* xyz -2 1
Ca 0.86 -0.40 0.55
C 3.31 3.60 -1.75
C 2.71 2.79 -0.61
C 3.64 1.66 -0.18
C 1.32 2.30 -0.97
C 1.07 1.50 -2.09
C -0.21 1.06 -2.43
C -0.29 0.41 -3.83
C 0.36 1.35 -4.87
C -1.65 0.04 -4.41
C -1.28 1.35 -1.55
C -1.08 2.27 -0.51
C 0.22 2.70 -0.23
C -2.15 3.02 0.28
C -2.61 4.24 -0.52
C -3.32 2.24 0.85
C -2.63 0.74 -1.76
C -3.53 1.49 -2.52
C -4.79 1.02 -2.85
C -5.17 -0.24 -2.44
C -4.30 -0.99 -1.67
C -3.04 -0.53 -1.28
P -1.98 -1.61 -0.18
C -3.09 -2.06 1.29
C -2.25 -3.04 2.13
C -3.32 -0.80 2.12
C -4.47 -2.67 1.04
C -1.75 -3.22 -1.17
C -2.87 -4.26 -1.16
C -1.47 -2.83 -2.62
C -0.48 -3.88 -0.62
H 4.27 4.03 -1.45
H 2.65 4.42 -2.05
H 3.48 2.97 -2.63
H 2.57 3.45 0.26
H 3.74 0.90 -0.96
H 3.28 1.18 0.73
H 4.64 2.06 0.05
H 1.90 1.21 -2.71
H 0.34 -0.48 -3.78
H -0.17 2.31 -4.89
H 0.28 0.90 -5.86
H 1.41 1.55 -4.68
H -2.21 0.93 -4.70
H -2.28 -0.55 -3.76
H -1.47 -0.55 -5.32
H 0.37 3.34 0.63
H -1.61 3.37 1.16
H -3.30 3.96 -1.33
H -1.77 4.78 -0.96
H -3.15 4.93 0.14
H -3.99 1.81 0.09
H -3.92 2.91 1.48
H -2.92 1.46 1.49
H -3.21 2.46 -2.87
H -5.46 1.63 -3.45
H -6.14 -0.65 -2.71
H -4.61 -1.98 -1.35
H -1.23 -2.67 2.29
H -2.20 -4.03 1.68
H -2.72 -3.14 3.11
H -2.39 -0.29 2.40
H -3.83 -1.10 3.04
H -3.97 -0.10 1.59
H -4.47 -3.55 0.39
H -5.16 -1.94 0.63
H -4.87 -2.98 2.01
H -3.82 -3.87 -1.53
H -3.02 -4.70 -0.18
H -2.57 -5.07 -1.84
H -2.39 -2.52 -3.13
H -1.06 -3.70 -3.14
H -0.72 -2.04 -2.68
H -0.56 -4.16 0.43
H 0.38 -3.22 -0.73
H -0.28 -4.79 -1.21
O 5.31 -2.87 1.20
C 4.69 -2.59 -0.05
C 3.72 -3.69 -0.49
C 4.58 -4.92 -0.81
O 3.83 -6.10 -1.15
C 2.77 -4.08 0.66
Se 2.11 -2.69 1.91
C 2.97 -3.30 -1.77
Se 2.15 -1.51 -1.93
H 4.61 -2.70 1.86
H 5.49 -2.48 -0.79
H 4.14 -1.65 -0.01
H 5.23 -5.13 0.05
H 5.21 -4.72 -1.67
H 3.10 -6.13 -0.53
H 3.29 -4.79 1.31
H 1.89 -4.60 0.25
H 2.18 -4.03 -1.94
H 3.65 -3.39 -2.62
Te 0.14 1.16 2.83
*
```

These are the Löwdin partial charges, in e, on atoms 1 to 6: 0.34 -0.07 -0.38 -0.08 -0.24 -0.10



Record order is preserved below.
Energy relative to the best compared isomer or geometry (same formula, charge and spin): 194.5; 0.0 kJ/mol
Record order is preserved below.
Electronic energy: -4871.7428; -7568.9976 a.u.
Record order is preserved below.
Strongest force on any atom: 0.1578; 0.0098 Eh/bohr